*w*
# CH8NO

A cluster of 2 separate species, CH8NO in total (the ωB97M-V functional and the def2-TZVPD basis, the OMol25 dataset).

Structure (ORCA input):
```
! RIJCOSX wB97M-V def2-TZVPD def2/J DEFGRID3
* xyz 1 1
N 0.7556 -0.2790 1.8520
H 0.2808 0.0878 0.9760
H 0.2815 0.1710 2.6471
H 1.7242 -0.0332 2.0862
H 0.5208 -1.2751 1.9289
C -0.3175 0.4734 -1.7310
O -0.5850 -0.1025 -0.4297
H -0.4152 1.5429 -1.6513
H -1.0251 0.0560 -2.4410
H 0.7031 0.2380 -2.0381
H -1.2431 -0.7899 -0.5711
*
```

*x*
# CH8NO

A cluster of 2 separate species, CH8NO in total (the ωB97M-V functional and the def2-TZVPD basis, the OMol25 dataset).

Structure (ORCA input):
```
! RIJCOSX wB97M-V def2-TZVPD def2/J DEFGRID3
* xyz 1 1
N -1.1120 1.5161 -0.2887
H -1.8297 1.9666 0.3745
H -0.2436 1.7841 0.3017
H -1.0314 1.5108 -1.2682
H -1.0573 0.4891 -0.1596
C 1.1284 -1.1209 -0.1243
O 0.2091 -0.8332 1.0130
H 1.7547 -0.2244 -0.4709
H 0.4607 -1.4738 -0.8726
H 1.7852 -2.0011 -0.0184
H -0.0640 -1.6133 1.5135
*
```

*y*
# CH8NO

A cluster of 2 separate species, CH8NO in total (the ωB97M-V functional and the def2-TZVPD basis, the OMol25 dataset).

Structure (ORCA input):
```
! RIJCOSX wB97M-V def2-TZVPD def2/J DEFGRID3
* xyz 1 1
N -1.7283 0.0234 -0.5308
H -1.4976 0.8285 -1.1143
H -2.5273 0.3813 -0.0090
H -0.8498 -0.1081 0.1019
H -2.0807 -0.7643 -1.0700
C 1.5123 -0.2445 -0.1700
O 0.4833 0.1919 0.7580
H 2.4576 0.0001 0.3068
H 1.5594 0.2255 -1.1429
H 1.3208 -1.3102 -0.2304
H 0.7836 0.6325 1.5566
*
```

*z*
# CH8NO

A cluster of 2 separate species, CH8NO in total (the ωB97M-V functional and the def2-TZVPD basis, the OMol25 dataset).

Structure (ORCA input):
```
! RIJCOSX wB97M-V def2-TZVPD def2/J DEFGRID3
* xyz 1 1
C 1.2018 0.6313 0.9278
N 0.2047 0.7855 -0.1664
H 0.8922 1.2316 1.9127
H 1.0521 -0.3933 1.2728
H 2.2581 0.8984 0.6316
H 0.4446 1.5985 -0.8737
H -0.7147 0.8965 0.2532
H 0.1920 -0.1691 -0.6144
H -1.2808 -1.6049 -1.5423
H -1.6215 -1.7684 -0.0381
O -1.2332 -1.2469 -0.6755
*
```

*w* is favored, and the nearest alternative lies 0.100 eV above it.

*w*
# C9H14O

A cluster of 2 separate species, C9H14O in total (the ωB97M-V functional and the def2-TZVPD basis, the OMol25 dataset).

Structure (ORCA input):
```
! RIJCOSX wB97M-V def2-TZVPD def2/J DEFGRID3
* xyz 0 1
C 0.9749 -2.9130 -0.5039
C 0.2407 -1.6396 -0.8575
C 0.7339 -0.8351 -1.8699
C 0.1659 0.3982 -2.1511
C -0.9833 0.7849 -1.4713
O -1.6237 1.9862 -1.6644
C -1.5413 -0.0616 -0.5056
C -0.9271 -1.2597 -0.1765
H 0.7046 -3.3554 0.4621
H 2.0125 -2.6304 -0.3049
H 0.7777 -3.6902 -1.2386
H 1.6422 -1.1663 -2.3549
H 0.5119 1.0655 -2.9307
H -0.9445 2.6525 -1.8474
H -2.3669 0.2589 0.1159
H -1.3313 -1.9360 0.5616
C 0.5276 0.8464 2.1482
C -0.0854 2.2738 2.0532
H 1.2521 0.7052 2.9573
H -0.2163 0.0763 2.3311
H 1.0657 0.6862 1.2151
H -1.0438 2.1275 1.5637
H 0.5739 2.8813 1.4369
H -0.1200 2.7445 3.0317
*
```

SMILES = Cc1ccc(O)cc1.CC

*x*
# C9H14O

A cluster of 2 separate species, C9H14O in total (the ωB97M-V functional and the def2-TZVPD basis, the OMol25 dataset).

Structure (ORCA input):
```
! RIJCOSX wB97M-V def2-TZVPD def2/J DEFGRID3
* xyz 0 1
C -0.4071 1.7308 2.7458
C 0.4928 1.5258 1.4808
C 0.0214 1.7025 0.1545
C 0.7623 1.3855 -0.9433
C 1.9686 0.8119 -0.7237
O 2.8113 0.7553 -1.8005
C 2.4509 0.6087 0.5452
C 1.7360 0.8685 1.6401
H 0.2990 1.7935 3.6654
H -1.0893 0.8529 2.6652
H -1.0196 2.5569 2.7442
H -0.9381 2.1600 0.0829
H 0.4051 1.5458 -1.8894
H 2.6455 0.0712 -2.4430
H 3.2793 -0.1179 0.6831
H 2.0410 0.5713 2.6009
C -2.0214 -3.1326 -1.2370
C -1.7750 -1.6495 -1.5868
H -1.3480 -3.6080 -0.5814
H -2.9364 -3.2493 -0.6844
H -2.2648 -3.5941 -2.1673
H -1.0782 -1.5166 -2.3521
H -1.3392 -0.9284 -0.7778
H -2.6960 -1.1442 -1.8213
*
```

SMILES = Cc1ccc(O)cc1.CC

*y*
# C9H14O

A cluster of 2 separate species, C9H14O in total (the ωB97M-V functional and the def2-TZVPD basis, the OMol25 dataset).

Structure (ORCA input):
```
! RIJCOSX wB97M-V def2-TZVPD def2/J DEFGRID3
* xyz 0 1
C -1.6957 1.3434 1.9645
C -0.7227 1.7321 0.8820
C -0.6533 1.0999 -0.3664
C 0.2817 1.6020 -1.2700
C 1.1643 2.6062 -0.9162
C 1.2426 3.0151 0.4087
C 0.1772 2.7548 1.2453
H -2.2114 2.2337 2.3311
H -1.1538 0.9187 2.8113
H -2.4299 0.5973 1.6395
H -1.3896 0.3521 -0.6293
H 0.3608 1.2015 -2.2774
H 1.9900 2.7770 -1.6070
H 1.9593 3.7716 0.7126
H 0.0990 3.1190 2.2644
C 0.6477 -4.1120 -0.4526
C 0.0985 -2.6948 -0.6764
O -0.5052 -2.3632 -1.9097
H -0.1595 -4.8296 -0.4146
H 1.1916 -4.0260 0.4969
H 1.4437 -4.4130 -1.1215
H -0.6578 -2.6416 0.1259
H 0.8523 -1.9098 -0.6117
H 0.0700 -2.1344 -2.6294
*
```

SMILES = Cc1ccccc1.CCO

*z*
# C9H14O

A cluster of 2 separate species, C9H14O in total (the ωB97M-V functional and the def2-TZVPD basis, the OMol25 dataset).

Structure (ORCA input):
```
! RIJCOSX wB97M-V def2-TZVPD def2/J DEFGRID3
* xyz 0 1
C -2.8426 0.7770 2.3211
C -2.1026 0.3245 1.0898
C -1.2011 1.1708 0.4510
C -0.5862 0.7754 -0.7333
C -0.8557 -0.4882 -1.2512
O -0.2640 -0.7569 -2.4782
C -1.7064 -1.3779 -0.6277
C -2.2865 -0.9450 0.5768
H -2.7724 1.8495 2.5030
H -2.3545 0.3006 3.1785
H -3.9054 0.5460 2.2930
H -1.0045 2.1940 0.7415
H 0.0570 1.4618 -1.2624
H -0.2864 -1.6915 -2.6090
H -2.0301 -2.3189 -1.0452
H -2.8913 -1.7135 1.0503
C 3.3463 0.7559 -0.5629
C 3.4020 -0.7709 -0.4890
H 2.3268 1.0883 -0.7379
H 3.6813 1.1703 0.3904
H 3.9926 1.2012 -1.3169
H 4.1642 -1.1108 0.2117
H 3.6719 -1.2103 -1.4547
H 2.4476 -1.2314 -0.2385
*
```

SMILES = Cc1ccc(O)cc1.CC

*z* is favored, and the nearest alternative lies 0.108 eV above it.